Version w
The following is a quantum chemistry calculation of a cluster of 2 separate species, C4H12O3 in total, from the Open Molecules 2025 dataset.

The SMILES is OCCCCO.O. Its LUMO energy is 0.4 eV. As for the spin multiplicity: 1.

Element x y z (Å)
C -1.2065 -0.4847 1.0344
H 1.0977 3.3851 -0.8645
O 0.3637 2.7508 -0.9171
O 1.0282 -0.7062 2.2743
H 0.6647 2.1625 -1.6211
H 0.3580 1.2092 1.2898
H -1.4214 -1.8847 -0.6539
H -0.6065 0.6144 2.6186
H -1.5307 -1.2390 1.7905
H 0.1051 -1.8546 0.0691
H -0.9950 0.3822 -1.5002
H 0.5202 -0.4029 -3.0995
H 1.5940 -0.8827 1.4930
C -0.1602 -0.2750 -1.2477
O 0.3803 -1.0360 -2.3298
H 0.6492 0.3410 -0.9064
C -0.0107 0.2713 1.7777
H -2.1087 0.0995 0.8401
C -0.7065 -1.1781 -0.1769

Atom-resolved charges from natural (NBO), all expressed in e:
1. C -0.424
2. H 0.471
3. O -0.931
4. O -0.724
5. H 0.464
6. H 0.193
7. H 0.215
8. H 0.182
9. H 0.218
10. H 0.201
11. H 0.158
12. H 0.465
13. H 0.463
14. C -0.064
15. O -0.723
16. H 0.149
17. C -0.094
18. H 0.212
19. C -0.431

Version x
The following is a quantum chemistry calculation of a cluster of 2 separate species, C4H12O3 in total, from the Open Molecules 2025 dataset.

The SMILES is CC(O)(O)O.CC. Its LUMO energy is 0.8 eV. As for the spin multiplicity: 1.

Element x y z (Å)
C 0.3272 -0.3565 -2.1051
H 1.1403 0.1952 -0.2373
H -0.3193 1.5815 2.3317
O 1.0685 -0.6761 2.7034
H 0.1746 -1.0852 -2.9037
H 0.2084 -0.9847 -1.1561
H -0.6177 1.4480 -1.3709
H -0.5949 -1.9347 1.2966
O 1.4090 0.3670 0.7347
H -1.7453 0.2665 -2.0242
H -1.3354 0.1591 2.6181
C -0.7004 0.6627 1.8939
H -0.7554 1.2359 -3.1145
O -0.0014 -1.4070 0.7523
H 1.9823 -0.9213 2.5071
C 0.4839 -0.2338 1.5404
H -1.2680 0.8911 0.9963
H 1.3061 0.0802 -2.3024
C -0.7626 0.7120 -2.1603

Atom-resolved charges from natural (NBO), all expressed in e:
1. C -0.681
2. H 0.516
3. H 0.227
4. O -0.713
5. H 0.218
6. H 0.257
7. H 0.196
8. H 0.481
9. O -0.744
10. H 0.205
11. H 0.216
12. C -0.661
13. H 0.206
14. O -0.783
15. H 0.489
16. C 0.755
17. H 0.218
18. H 0.206
19. C -0.606

Version y
The following is a quantum chemistry calculation of a cluster of 2 separate species, C4H12O3 in total, from the Open Molecules 2025 dataset.

The SMILES is OCCCCO.O. Its LUMO energy is 0.7 eV. As for the spin multiplicity: 1.

Element x y z (Å)
H -0.3665 1.7733 2.2040
H 0.9336 1.3238 0.8583
H 1.1726 -2.6930 -1.6102
H -2.1705 0.6210 0.6334
C -1.1069 0.5050 0.3977
C -0.8206 -0.9228 0.0611
H 0.3314 -0.3744 -1.7010
H -0.7488 -1.3930 1.0053
H -0.9995 1.2384 -0.3506
O 1.0871 1.6731 -1.7945
H -1.5417 -1.5261 -0.4979
C -0.0058 1.0260 1.4532
C 0.3698 -1.1120 -0.7578
H 1.0045 2.6418 -1.8933
H 1.3785 -1.0641 -0.3113
H 0.6855 1.5761 -0.9179
O 0.2772 -2.5060 -1.1373
H 0.2324 -0.8766 2.0193
O 0.2878 0.0895 2.3394

Atom-resolved charges from natural (NBO), all expressed in e:
1. H 0.202
2. H 0.126
3. H 0.467
4. H 0.221
5. C -0.437
6. C -0.444
7. H 0.193
8. H 0.175
9. H 0.192
10. O -0.935
11. H 0.247
12. C -0.040
13. C -0.084
14. H 0.470
15. H 0.172
16. H 0.462
17. O -0.735
18. H 0.467
19. O -0.720

Version z
The following is a quantum chemistry calculation of a cluster of 2 separate species, C4H12O3 in total, from the Open Molecules 2025 dataset.

The SMILES is OCCCCO.O. Its LUMO energy is 0.5 eV. As for the spin multiplicity: 1.

Element x y z (Å)
H -0.7979 -0.9344 -0.6625
H -1.3114 2.4312 0.4107
C -1.9666 0.3646 0.6628
H -1.9399 0.3960 1.7470
H -2.9335 0.5504 0.1892
O 6.2148 2.5424 -2.6423
H -1.0431 -3.3605 -0.2250
C -0.9665 1.4061 0.2097
O 0.1999 1.2376 1.0440
H 0.0367 -1.5202 1.4519
H -0.8336 1.4660 -0.8718
H 5.3293 2.6919 -2.2888
C -1.5456 -1.0268 0.1252
C -0.9216 -1.9622 1.1843
O -0.5746 -3.2136 0.6007
H 0.8835 0.8773 0.5087
H -1.5986 -2.0806 2.0300
H -2.3806 -1.6367 -0.2427
H 6.1492 1.7713 -3.2309

Atom-resolved charges from natural (NBO), all expressed in e:
1. H 0.193
2. H 0.174
3. C -0.432
4. H 0.222
5. H 0.212
6. O -0.939
7. H 0.463
8. C -0.072
9. O -0.725
10. H 0.175
11. H 0.170
12. H 0.469
13. C -0.420
14. C -0.051
15. O -0.729
16. H 0.467
17. H 0.162
18. H 0.192
19. H 0.470

version x is favored, and the nearest alternative lies 0.0347 hartree above it.

Version w
The following is a quantum chemistry calculation of a cluster of 4 separate species, C4H12O3 in total, from the Open Molecules 2025 dataset.

The SMILES is C=CC=C.O.O.O. Its LUMO energy is 0.3 eV. As for the spin multiplicity: 1.

Element x y z (Å)
H 0.7515 0.8942 2.1846
H -4.0130 -2.0076 -1.0486
O -3.6519 -1.3198 -0.4810
C 2.4678 -0.2301 -1.2586
H -3.2029 -0.7152 -1.0783
H 4.4770 0.2712 -1.7860
C 0.2067 -0.6126 -0.4594
C 1.0863 0.2142 -1.0116
O -2.8170 0.5106 2.0373
H -3.0263 -0.3994 1.7922
O 0.7509 0.8126 3.1493
H -2.9680 0.9838 1.2138
C 3.4466 0.5732 -1.6583
H -0.8121 -0.3642 -0.2601
H 0.1644 1.5489 3.3693
H 0.8293 1.1598 -1.4757
H 2.6425 -1.2942 -1.1390
H 3.2304 1.6243 -1.8432
H 0.4379 -1.6496 -0.2467

Atom-resolved charges from natural (NBO), all expressed in e:
1. H 0.466
2. H 0.479
3. O -0.949
4. C -0.218
5. H 0.470
6. H 0.205
7. C -0.373
8. C -0.226
9. O -0.939
10. H 0.481
11. O -0.932
12. H 0.459
13. C -0.370
14. H 0.191
15. H 0.465
16. H 0.205
17. H 0.200
18. H 0.187
19. H 0.197

Version x
The following is a quantum chemistry calculation of a cluster of 3 separate species, C4H12O3 in total, from the Open Molecules 2025 dataset.

The SMILES is C/C=C(/C)O.O.O. Its LUMO energy is 0.5 eV. As for the spin multiplicity: 1.

Element x y z (Å)
C -0.8755 -0.5552 -0.7361
H 1.1732 1.7114 -0.8435
H 0.3508 -0.3611 1.4797
H 3.5245 0.1408 -0.2415
C -1.8157 -1.5745 -0.0321
H -2.6055 -0.8757 0.3687
O 1.0217 -1.0990 1.6137
H -0.8490 1.9678 1.3937
H -0.4384 2.7581 -0.8642
H -0.0112 1.5396 -2.2156
H -2.2488 -2.2983 -0.6709
H 2.1775 -0.4904 0.0995
H 0.8788 -1.5200 2.4717
O 2.6087 0.0101 -0.5827
C -0.7079 0.7628 -0.3319
C 0.0601 1.8046 -1.0985
O -0.5019 1.0501 1.1271
H -1.2976 -2.0906 0.8038
H -0.4437 -0.8804 -1.7409

Atom-resolved charges from natural (NBO), all expressed in e:
1. C -0.220
2. H 0.272
3. H 0.511
4. H 0.468
5. C -0.652
6. H 0.219
7. O -1.005
8. H 0.498
9. H 0.207
10. H 0.224
11. H 0.219
12. H 0.497
13. H 0.479
14. O -0.965
15. C 0.274
16. C -0.692
17. O -0.782
18. H 0.226
19. H 0.224

version w is favored, and the nearest alternative lies 0.0086 hartree above it.

Version w
The following is a quantum chemistry calculation of the ion C8H14N3 with charge +1, from the Open Molecules 2025 dataset.

Its LUMO energy is -4.1 eV. As for the spin multiplicity: 1. As for the charge: +1.

Element x y z (Å)
N 0.9519 -1.1789 -0.3084
C 2.1873 -0.7060 0.2759
H -0.5303 1.1850 1.5000
C 0.9485 1.0868 -1.5289
C -0.3254 1.1885 0.4949
H -3.5531 -0.7911 0.4069
H 2.9823 1.3291 0.3061
H -1.5946 -2.6148 0.2086
N 0.8506 1.1758 -0.2173
H -2.1434 -0.4742 1.5644
H 1.9469 0.9973 -1.8314
C -2.5784 -0.5127 0.5127
H -0.1098 -0.9666 1.5365
C -0.1673 -1.0894 0.4139
H 0.0205 1.1999 -2.0297
N -2.5233 0.7029 -0.2176
H -1.7144 2.3267 -0.9228
H 2.8904 -0.8463 -0.5742
H 0.8177 -1.1957 -1.3105
H 2.4847 -1.1981 1.2331
H -1.6336 -1.3636 -1.2728
C -1.5061 1.4140 -0.3319
H 1.8348 1.0121 1.7041
C 1.9746 0.7982 0.5794
C -1.5105 -1.4789 -0.1910

Atom-resolved charges from natural (NBO), all expressed in e:
1. N -0.534
2. C -0.245
3. H 0.250
4. C -0.195
5. C -0.162
6. H 0.231
7. H 0.263
8. H 0.272
9. N -0.233
10. H 0.178
11. H 0.221
12. C -0.228
13. H 0.237
14. C 0.147
15. H 0.238
16. N -0.353
17. H 0.220
18. H 0.236
19. H 0.428
20. H 0.252
21. H 0.247
22. C 0.023
23. H 0.250
24. C -0.264
25. C -0.479

Version x
The following is a quantum chemistry calculation of the ion C8H14N3 with charge +1, from the Open Molecules 2025 dataset.

Its LUMO energy is -3.7 eV. As for the spin multiplicity: 1. As for the charge: +1.

Element x y z (Å)
H -0.3425 -1.4175 1.8287
C -0.2834 1.4417 0.6704
C 1.2909 0.3516 -2.4006
H 1.0743 -2.8677 0.0641
C 1.6116 -2.1742 -0.6340
H -1.9920 0.4986 -0.0163
N -1.3525 0.2848 0.7797
H 2.5842 -2.3203 -0.5006
C -0.7510 -1.1123 0.8207
H 0.3116 1.2329 1.5638
C 1.2816 -0.7337 -0.2054
H -2.5098 1.3532 2.1714
H 1.3500 -2.4991 -1.5972
H -2.7547 -0.4371 2.2544
H -0.0300 3.2114 -1.9299
N 0.8150 1.4474 -2.8899
C 0.2523 2.1270 -1.7782
C 0.3653 1.3521 -0.6870
H -1.0580 -1.9235 0.1507
H 1.6860 -0.5021 -2.9577
N 1.0493 0.1997 -1.1208
H -0.7746 2.3935 0.8924
H 1.7589 -0.4361 0.7123
C -2.1617 0.3661 1.9944
H -1.4209 0.1637 2.8145

Atom-resolved charges from natural (NBO), all expressed in e:
1. H 0.229
2. C -0.221
3. C 0.218
4. H 0.234
5. C -0.652
6. H 0.447
7. N -0.388
8. H 0.233
9. C -0.352
10. H 0.227
11. C 0.172
12. H 0.231
13. H 0.234
14. H 0.255
15. H 0.251
16. N -0.407
17. C -0.038
18. C 0.012
19. H 0.246
20. H 0.218
21. N -0.406
22. H 0.257
23. H 0.208
24. C -0.426
25. H 0.217

version x is favored, and the nearest alternative lies 0.0116 hartree above it.

Version w
The following is a quantum chemistry calculation of a cluster of 2 separate species, CHF2IO in total, from the Open Molecules 2025 dataset.

Its LUMO energy (alpha / beta) is -1.9 / -1.9 eV. As for the spin multiplicity: 1.

Element x y z (Å)
F 0.6414 -1.2119 0.8181
O -1.6566 0.7112 0.5997
I 1.9257 1.2990 -0.1127
C 0.5986 -0.2189 0.0035
H -1.7314 0.0729 -0.1129
F 0.2224 -0.6523 -1.1958

Atom-resolved charges from natural (NBO), all expressed in e:
1. F -0.266
2. O -0.852
3. I 0.330
4. C 0.684
5. H 0.413
6. F -0.309

Version x
The following is a quantum chemistry calculation of an isolated molecule of CHF2IO, from the Open Molecules 2025 dataset.

The SMILES is OC(F)(F)I. Its LUMO energy is -1.0 eV. As for the spin multiplicity: 1.

Element x y z (Å)
C 0.1562 -0.1257 -0.2911
O -1.1080 0.0544 0.1804
H -1.4108 0.9686 0.2202
F 0.7515 1.0272 -0.6979
I 1.1992 -0.9135 1.8719
F 0.4120 -1.0111 -1.2835

Atom-resolved charges from natural (NBO), all expressed in e:
1. C 0.972
2. O -0.702
3. H 0.520
4. F -0.330
5. I -0.156
6. F -0.305

version x is favored, and the nearest alternative lies 0.1356 hartree above it.

Version w
The following is a quantum chemistry calculation of an isolated molecule of C3H5FO, from the Open Molecules 2025 dataset.

The SMILES is O[C@H]1C[C@@H]1F. Its LUMO energy is 0.9 eV. As for the spin multiplicity: 1.

Element x y z (Å)
C -0.1971 -0.0305 1.1849
H -0.3556 -1.4042 -0.5587
O 1.7604 -0.6982 -0.1545
C 0.3134 -0.6428 -0.0654
H 0.5478 0.3217 1.9155
H 1.9447 -0.8806 -1.1316
F -1.5668 0.6990 -0.6770
H -1.1581 -0.4133 1.6469
H 0.2778 1.6393 -0.3038
C -0.3226 0.6785 -0.1593

Atom-resolved charges from natural (NBO), all expressed in e:
1. C -0.481
2. H 0.196
3. O -0.698
4. C 0.028
5. H 0.239
6. H 0.474
7. F -0.342
8. H 0.235
9. H 0.187
10. C 0.162

Version x
The following is a quantum chemistry calculation of an isolated molecule of C3H5FO, from the Open Molecules 2025 dataset.

The SMILES is C=C(F)CO. Its LUMO energy is 0.8 eV. As for the spin multiplicity: 1.

Element x y z (Å)
H -2.3914 0.1042 -0.3227
C -0.4163 0.1875 0.2013
F -0.6428 1.5838 -0.0288
C 0.8889 -0.1822 0.4503
C -1.3901 -0.5662 -0.4320
O 1.7545 0.2898 -0.5664
H 1.0856 0.1303 1.4325
H 1.3607 1.2694 -0.6352
H 1.1377 -1.1708 0.1915
H -1.3870 -1.6460 -0.2905

Atom-resolved charges from natural (NBO), all expressed in e:
1. H 0.227
2. C 0.378
3. F -0.377
4. C -0.202
5. C -0.445
6. O -0.681
7. H 0.183
8. H 0.467
9. H 0.234
10. H 0.217

version w is favored, and the nearest alternative lies 0.0477 hartree above it.